# 1
# C15H20N5O3PtS2

A structure of composition C15H20N5O3PtS2 (wB97M-V/def2-TZVPD, OMol25).

Values from the calculation:
Kohn-Sham gap (eV): 8.967
Energy (eV): -54386.8331
Net charge: +1
LUMO (eV): -2.78
HOMO (eV): -11.7

Cartesian coordinates (Å):
Pt  -0.52798  -0.21931  -0.50929
S  -1.29266  0.07022  1.67980
S  -1.22088  -3.21131  -0.34662
O  -0.10203  -2.17156  -0.04529
O  -2.20962  -2.60698  -1.20021
O  -0.57834  -4.42345  -0.75619
N  0.77691  -1.51376  2.45985
N  -1.02135  1.67839  -0.98498
N  0.62192  0.35565  3.59223
N  0.85614  1.88297  -2.39516
N  0.37939  -0.42558  -2.40712
C  0.09352  1.58103  4.15413
C  -2.16512  2.21522  -0.50025
C  2.00774  -1.49725  3.25443
C  -1.67515  4.32303  -1.47471
C  0.51591  -1.62984  -2.99516
C  1.69818  -0.38315  4.26223
C  0.12294  -0.35949  2.59246
C  1.85580  0.47742  -4.04587
C  1.01720  0.61231  -2.93839
C  -0.25452  2.42510  -1.78873
C  2.01106  -0.76002  -4.62567
C  1.30711  -1.84047  -4.09563
C  -1.96773  -3.50117  1.22154
C  -0.54324  3.77361  -2.02287
C  -2.52226  3.51880  -0.72111
H  -1.23568  -3.97806  1.86795
H  2.54588  0.26981  4.45971
H  2.36026  1.34948  -4.44128
H  -0.73261  1.92861  3.53984
H  2.65640  -0.88213  -5.48458
H  -2.79678  1.55561  0.06793
H  1.32922  -0.77847  5.21171
H  -0.03283  -2.45030  -2.55434
H  0.11522  4.35346  -2.65497
H  2.86732  -1.25870  2.62594
H  -2.29805  -2.55062  1.63097
H  2.17692  -2.45587  3.73642
H  0.65363  -2.05025  1.59663
H  -0.26126  1.40604  5.17055
H  -2.81423  -4.16354  1.05433
H  1.40286  2.57275  -2.88607
H  1.37425  -2.83300  -4.51447
H  -1.91906  5.36104  -1.65672
H  0.87327  2.33887  4.17846
H  -3.44764  3.89483  -0.31145

---

# 2
# C3H2FHgO3

A structure of composition C3H2FHgO3 at a distorted geometry (wB97M-V/def2-TZVPD, OMol25).

Values from the calculation:
Kohn-Sham gap (alpha / beta) (eV): 9.711 / 5.828
Energy (eV): -16174.0296
2S+1: 2
LUMO (alpha / beta) (eV): -0.20 / -3.63
HOMO (alpha / beta) (eV): -9.9 / -9.5

Cartesian coordinates (Å):
Hg  -0.44158  -2.28019  1.82511
F  -0.58350  1.58265  1.40287
O  -0.94342  -0.25329  0.20773
O  -1.60708  -2.47697  -1.60257
O  -0.00507  1.63002  -0.81163
C  1.16009  1.05765  -0.15824
C  -0.20285  0.81938  0.30407
C  -0.85207  -2.14194  -0.78919
H  1.80013  1.77699  0.35817
H  1.67535  0.28568  -0.73633